Run a
Density functional theory data (ωB97M-V/def2-TZVPD) for a structure of composition C4H6N2O2.

Output
**LUMO energy**: 0.393 eV
**Kohn-Sham gap**: 8.28 eV
**HOMO level**: -7.89 eV

CARTESIAN COORDINATES (ANGSTROEM)
C: -1.68 -0.82 -0.12
C: 0.43 0.66 0.09
C: -0.29 -0.52 0.34
N: 0.08 1.54 -0.91
O: 1.11 1.33 1.11
N: 0.51 -1.53 0.81
C: 1.58 -1.22 0.19
O: 2.59 -1.48 -0.38
H: 1.10 0.77 1.90
H: 0.69 1.46 -1.71
H: 0.03 2.51 -0.63
H: -1.74 -0.98 -1.20
H: -2.35 0.01 0.14
H: -2.05 -1.73 0.36

Run b
Density functional theory data (ωB97M-V/def2-TZVPD) for the molecule C4H6N2O2.

Output
**LUMO energy**: 0.245 eV
**SMILES string**: N/C=C/C(=O)C(N)=O
**Kohn-Sham gap**: 9.05 eV
**HOMO level**: -8.80 eV

CARTESIAN COORDINATES (ANGSTROEM)
N: -2.38 0.03 2.08
C: -1.41 0.13 1.10
C: -0.39 -0.68 0.88
C: 0.56 -0.66 -0.07
O: 1.33 -1.58 -0.37
C: 0.67 0.59 -1.11
N: 1.90 0.54 -1.60
O: -0.17 1.47 -1.10
H: -2.74 -0.91 2.46
H: -2.73 0.88 2.51
H: -1.60 1.02 0.44
H: -0.18 -1.56 1.54
H: 2.34 1.49 -1.86
H: 2.44 -0.35 -1.50

Run c
Density functional theory data (ωB97M-V/def2-TZVPD) for a structure of composition C4H6N2O2.

Output
**LUMO energy**: 0.017 eV
**Kohn-Sham gap**: 8.29 eV
**HOMO level**: -8.28 eV

CARTESIAN COORDINATES (ANGSTROEM)
C: -1.74 -0.82 0.09
C: 0.57 0.52 0.08
C: -0.30 -0.63 0.36
N: 0.32 1.28 -1.08
O: 0.97 1.34 1.14
N: 0.53 -1.59 0.79
C: 1.65 -0.98 0.34
O: 2.77 -1.22 0.06
H: 0.30 2.03 1.25
H: 1.04 1.98 -1.24
H: 0.20 0.72 -1.92
H: -2.22 -1.12 1.02
H: -1.90 -1.61 -0.64
H: -2.21 0.10 -0.27

Most stable structure: run b

Run a
Density functional theory data (ωB97M-V/def2-TZVPD) for the molecule C4H6N2O2.

Output
**LUMO energy**: 0.480 eV
**SMILES string**: [H]/N=C1/COC(=C)N1O
**Kohn-Sham gap**: 9.44 eV
**HOMO level**: -8.96 eV

CARTESIAN COORDINATES (ANGSTROEM)
H: 1.94 1.92 0.12
N: 1.54 1.63 0.96
C: 0.83 0.70 0.76
C: -0.05 0.07 1.69
O: -0.83 -1.03 0.96
C: -0.32 -0.88 -0.36
C: -0.94 -1.29 -1.52
N: 0.80 -0.11 -0.44
O: 0.53 0.64 -1.56
H: -0.80 0.62 2.39
H: 0.47 -0.32 2.72
H: -0.55 -1.10 -2.60
H: -1.99 -1.76 -1.58
H: -0.63 0.90 -1.52

Run b
Density functional theory data (ωB97M-V/def2-TZVPD) for the molecule C4H6N2O2.

Output
**LUMO energy**: 0.770 eV
**SMILES string**: [H]/N=C(/OC=O)N1CC1
**Kohn-Sham gap**: 10.16 eV
**HOMO level**: -9.39 eV

CARTESIAN COORDINATES (ANGSTROEM)
H: 0.59 2.71 0.42
N: -0.26 2.22 0.36
C: -0.37 0.98 -0.16
O: -1.63 0.69 -0.58
C: -2.32 -0.20 -0.17
O: -2.10 -1.05 0.75
N: 0.77 0.31 -0.51
C: 0.98 -1.14 -0.54
C: 1.67 -0.31 0.60
H: -3.12 -0.45 -0.66
H: 1.87 -1.46 -1.43
H: -0.10 -1.61 -0.26
H: 2.76 -0.14 0.59
H: 1.24 -0.53 1.59

Most stable structure: run b

Run a
Density functional theory data (ωB97M-V/def2-TZVPD) for the molecule C4H6N2O2.

Output
**LUMO energy**: 0.793 eV
**SMILES string**: NC(=O)N1CCC1=O
**Kohn-Sham gap**: 10.69 eV
**HOMO level**: -9.89 eV

CARTESIAN COORDINATES (ANGSTROEM)
N: 1.92 1.51 0.01
C: 1.66 0.18 -0.01
O: 2.51 -0.68 -0.06
N: 0.30 -0.16 -0.03
C: -0.76 -1.53 -0.03
C: -1.89 -0.60 0.02
C: -0.77 0.65 0.02
O: -0.99 1.82 0.05
H: 1.19 2.20 0.04
H: 2.88 1.81 0.00
H: -0.51 -2.10 0.86
H: -0.56 -2.06 -0.96
H: -2.52 -0.51 -0.86
H: -2.46 -0.55 0.95

Run b
Density functional theory data (ωB97M-V/def2-TZVPD) for the molecule C4H6N2O2.

Output
**LUMO energy**: 0.464 eV
**SMILES string**: NCc1cc(O)on1
**Kohn-Sham gap**: 9.54 eV
**HOMO level**: -9.07 eV

CARTESIAN COORDINATES (ANGSTROEM)
N: 1.12 -2.32 -0.98
C: -0.04 -1.62 -0.34
C: 0.08 -0.12 -0.08
C: -1.04 0.78 0.21
C: -0.49 2.01 0.47
O: -1.17 2.97 1.01
O: 0.87 1.81 0.58
N: 1.24 0.46 0.19
H: 1.96 -1.71 -0.74
H: 1.14 -2.43 -1.97
H: -1.06 -1.95 -0.63
H: 0.10 -2.10 0.70
H: -2.15 0.55 0.21
H: -0.56 3.66 1.36

Run c
Density functional theory data (ωB97M-V/def2-TZVPD) for the molecule C4H6N2O2.

Output
**LUMO energy**: 0.857 eV
**SMILES string**: O=C1NN[C@@H]2C[C@H]2O1
**Kohn-Sham gap**: 9.58 eV
**HOMO level**: -8.72 eV

CARTESIAN COORDINATES (ANGSTROEM)
O: 0.60 1.05 2.12
C: 0.46 0.73 0.98
N: 1.39 -0.15 0.33
N: 1.02 -1.15 -0.64
C: -0.46 -1.11 -0.60
C: -1.66 -0.74 -1.44
C: -0.74 0.37 -0.94
O: -0.69 1.12 0.32
H: 1.96 -0.70 1.07
H: 1.47 -0.91 -1.52
H: -0.71 -1.39 0.46
H: -1.38 -0.75 -2.47
H: -2.70 -0.97 -1.20
H: -0.33 0.92 -1.73

Run d
Density functional theory data (ωB97M-V/def2-TZVPD) for the molecule C4H6N2O2.

Output
**LUMO energy (alpha / beta)**: 0.031 / 0.389 eV
**Kohn-Sham gap (alpha / beta)**: 7.22 / 8.73 eV
**HOMO level (alpha / beta)**: -7.19 / -8.34 eV

CARTESIAN COORDINATES (ANGSTROEM)
C: -1.56 1.21 -0.16
C: -1.39 -0.66 0.96
C: 0.74 0.51 -0.34
C: 2.12 0.47 -0.38
N: -0.20 1.18 -0.76
N: -2.50 -0.89 0.07
O: -1.45 0.82 1.18
O: -2.41 0.26 -0.78
H: -1.92 2.23 -0.30
H: -1.50 -1.18 2.02
H: 2.52 1.31 0.15
H: 2.65 0.31 -1.29
H: 2.55 -0.46 0.18
H: -3.42 -0.92 0.52

Most stable structure: run a

Run a
Density functional theory data (ωB97M-V/def2-TZVPD) for the molecule C4H6N2O2.

Output
**LUMO energy**: -0.488 eV
**SMILES string**: [H]/N=C(\N)C(=C)C(=O)O
**Kohn-Sham gap**: 9.49 eV
**HOMO level**: -9.98 eV

CARTESIAN COORDINATES (ANGSTROEM)
H: -1.00 -1.08 -2.49
N: -1.06 -0.44 -1.73
C: -0.26 -0.92 -0.78
N: 0.06 -2.29 -0.92
C: 0.35 -0.19 0.37
C: 1.37 -0.63 1.16
C: -0.03 1.25 0.64
O: 0.35 1.73 1.69
O: -0.73 1.90 -0.23
H: 0.63 -2.62 -0.12
H: -0.69 -2.99 -1.11
H: 1.85 -1.62 1.15
H: 1.69 0.02 1.99
H: -0.94 1.26 -0.93

Run b
Density functional theory data (ωB97M-V/def2-TZVPD) for a structure of composition C4H6N2O2.

Output
**LUMO energy**: 0.637 eV
**Kohn-Sham gap**: 8.21 eV
**HOMO level**: -7.57 eV

CARTESIAN COORDINATES (ANGSTROEM)
C: 0.64 -0.44 0.62
C: 0.86 -0.69 -0.72
C: -0.07 0.09 -1.34
C: -0.35 0.48 0.80
H: 2.24 -2.03 1.18
H: 1.71 -0.42 2.46
H: 1.92 -0.99 -1.35
H: -1.09 0.81 -2.77
H: -0.66 1.75 2.23
H: -2.08 0.43 2.05
N: 1.26 -1.30 1.63
N: -1.08 0.77 1.98
O: -0.50 0.11 -2.58
O: -0.71 0.83 -0.56

Most stable structure: run a

Run a
Density functional theory data (ωB97M-V/def2-TZVPD) for a structure of composition C4H6N2O2.

Output
**LUMO energy**: -0.242 eV
**Kohn-Sham gap**: 8.87 eV
**HOMO level**: -9.11 eV

CARTESIAN COORDINATES (ANGSTROEM)
C: -0.51 -0.78 1.32
C: -0.51 -0.96 -0.82
C: 0.28 0.06 -0.57
C: 1.08 0.79 -1.54
H: -2.29 -0.80 2.84
H: 0.14 -1.15 3.34
H: -1.00 -1.35 -1.70
H: 2.29 0.71 -1.38
H: 0.73 0.25 -2.48
H: 0.79 2.79 -1.02
N: -0.86 -0.54 2.62
N: -1.10 -1.36 0.42
O: 0.74 2.08 -1.86
O: 0.21 0.25 0.83

Run b
Density functional theory data (ωB97M-V/def2-TZVPD) for a structure of composition C4H6N2O2.

Output
**LUMO energy**: -0.367 eV
**Kohn-Sham gap**: 8.09 eV
**HOMO level**: -8.46 eV

CARTESIAN COORDINATES (ANGSTROEM)
C: 1.70 0.14 0.52
C: 0.27 0.00 0.00
C: -1.59 -1.41 -0.13
C: -0.99 0.68 -0.01
H: 3.05 -1.21 -0.33
H: 1.90 1.35 1.07
H: 2.06 -0.85 1.20
H: -2.19 -2.34 -0.44
H: -2.90 0.26 -0.72
H: -0.39 2.56 0.04
N: -0.27 -1.29 -0.01
N: -2.12 -0.16 -0.20
O: 2.62 0.14 -0.81
O: -1.16 2.12 -0.18

Run c
Density functional theory data (ωB97M-V/def2-TZVPD) for a cluster of 2 separate species, C4H6N2O2 in total.

Output
**LUMO energy**: 0.262 eV
**Kohn-Sham gap**: 7.37 eV
**HOMO level**: -7.10 eV

CARTESIAN COORDINATES (ANGSTROEM)
C: -0.83 -0.27 0.22
C: 0.61 1.12 -0.70
C: 1.52 0.13 -0.10
C: 0.43 -0.73 0.45
H: -2.79 -0.49 1.43
H: -1.84 -2.05 0.02
H: -1.43 1.86 0.03
H: 1.55 2.68 -1.25
H: 2.55 -0.09 -0.61
H: 1.66 -2.37 0.71
N: -2.05 -1.06 0.32
N: -0.67 0.92 -0.27
O: 0.67 2.41 -1.14
O: 0.62 -2.07 0.89

Most stable structure: run a

Run a
Density functional theory data (ωB97M-V/def2-TZVPD) for a structure of composition C4H6N2O2.

Output
**LUMO energy**: 0.242 eV
**Kohn-Sham gap**: 11.11 eV
**HOMO level**: -10.87 eV

CARTESIAN COORDINATES (ANGSTROEM)
C: -0.02 -1.33 1.16
C: -0.53 -0.20 0.15
C: 0.56 0.64 -0.36
C: -1.34 0.62 1.22
H: 1.08 -2.07 0.91
H: -0.58 -1.89 1.86
H: 0.36 -0.60 1.95
H: -1.35 0.12 -1.39
H: 1.19 0.96 0.49
H: 1.10 1.37 -3.22
N: 0.71 0.55 -1.62
N: -1.49 1.35 2.16
O: -1.24 -0.87 -0.91
O: 1.54 1.35 -2.42

Run b
Density functional theory data (ωB97M-V/def2-TZVPD) for the molecule C4H6N2O2.

Output
**LUMO energy**: 0.934 eV
**SMILES string**: C1=N\OC/C=N\OC/1
**Kohn-Sham gap**: 10.11 eV
**HOMO level**: -9.17 eV

CARTESIAN COORDINATES (ANGSTROEM)
C: -1.54 -0.35 0.15
N: -1.19 0.56 0.91
O: 0.06 0.31 1.50
C: 1.02 1.07 0.85
C: 1.38 0.73 -0.60
N: 0.97 -0.26 -1.32
O: 0.56 -1.29 -0.53
C: -0.82 -1.56 -0.54
H: -2.61 0.00 -0.18
H: 0.71 2.12 0.78
H: 1.89 1.09 1.55
H: 1.75 1.62 -1.14
H: -1.35 -1.61 -1.51
H: -0.82 -2.43 0.08

Most stable structure: run b